# 1
Computed, not measured: C3H7NO3 in the gas phase, with ωB97M-V/def2-TZVPD.

Output
E (eV): -10856.3709
HOMO-LUMO gap (Eh): 0.374
Spin multiplicity: 1
SMILES string: N[C@@H](CO)C(=O)O
LUMO energy (eV): 0.483

Element x y z (Å)
C -0.07565 -0.11421 0.72344
C -0.64177 0.71180 -0.50274
C 0.94260 -1.16290 0.44259
H -2.03159 -0.61247 0.73748
H -1.38509 -0.23599 2.18175
H 0.36652 0.55268 1.47257
H 1.32121 -1.80569 1.33861
H 0.42176 -1.85300 -0.32732
H 2.50010 -1.24159 -0.83842
H 1.05342 0.62338 -1.42456
N -1.14863 -0.71744 1.35582
O -1.79073 1.03841 -0.55717
O 2.06534 -0.63988 -0.24821
O 0.28076 1.22480 -1.27094

=====

# 2
Computed, not measured: 2 unconnected molecules or ions with the total composition CH6NO2, with ωB97M-V/def2-TZVPD.

Output
Net charge: -1
E (eV): -6718.5639
HOMO-LUMO gap (Eh): 0.279
Spin multiplicity: 1
LUMO energy (eV): 4.794

Element x y z (Å)
O -0.85700 -1.54388 -1.38261
H -0.09111 -1.02326 -0.80968
N 1.06537 -0.32646 0.14868
C 0.30426 0.49806 0.92127
O -0.60420 1.36852 0.02867
H -1.43308 -1.71669 -0.59802
H 1.64872 0.28418 -0.59238
H -0.45206 0.02388 1.65819
H 0.73410 1.29842 1.47830
H -0.31502 1.13723 -0.85243

=====

# 3
Computed, not measured: HNO2S in the gas phase, with ωB97M-V/def2-TZVPD.

Output
E (eV): -16432.8103
HOMO-LUMO gap (Eh): 0.395
Spin multiplicity: 1
LUMO energy (eV): -0.350

Element x y z (Å)
N 0.08820 0.94706 0.24872
O -0.65373 -1.61957 0.80919
O -0.60294 0.18629 -1.09570
S 0.19126 -0.80703 0.01544
H 0.97720 1.29325 0.02236

=====

no.,HOMO energy (Eh)
1,-0.3566
2,-0.1033
3,-0.4081